(1)
48
Properties=species:S:1:pos:R:3:forces:R:3:nbo_charge:R:1 method="wB97M-V/def2-TZVPD" largest_force_ev_per_a=1.7 relative_energy_ev=0.0000 molar_mass_g_mol=479.7 charge=-1 homo_ev=-3.831 spin_multiplicity=1 orbital_gap_ev=6.667
Ga 7.55126 7.90459 7.74866 -0.8 -0.3 0.2 0.49
C 5.99585 9.23673 11.78831 0.7 0.2 0.8 -0.63
C 6.47509 9.05781 10.37662 0.1 0.2 0.7 -0.19
S 6.63827 7.40880 9.86873 0.4 -0.5 -0.7 -0.25
C 6.80783 10.13770 9.68466 0.1 0.9 0.1 -0.20
C 6.73271 11.53836 10.27006 -0.6 0.2 -0.4 -0.64
S 7.39210 10.15010 8.03074 0.4 0.0 -0.4 -0.27
H 6.74212 9.80203 12.40617 -0.7 -0.4 -0.5 0.20
H 5.85221 8.29075 12.28313 0.0 -0.5 0.1 0.22
H 5.04317 9.74172 11.81137 -0.3 0.4 0.1 0.21
H 6.51055 11.58540 11.34701 0.3 -0.2 -0.4 0.21
H 5.88917 12.07663 9.77577 0.7 -0.1 0.2 0.21
H 7.68017 12.05297 10.04546 -0.4 0.1 0.2 0.21
C 8.85894 5.42676 5.43916 -0.3 0.2 0.6 -1.16
Si 9.41083 6.66216 6.80826 0.4 -0.1 -0.6 1.26
C 10.60138 7.87630 5.88624 -0.3 -0.9 0.4 -0.49
C 11.52911 8.70525 6.76009 0.4 -0.1 -1.4 -0.61
C 11.50305 7.12322 4.87888 0.1 -0.5 0.6 -0.61
C 9.61444 8.82892 5.15497 0.6 -0.2 0.7 -0.62
C 10.24720 5.70226 8.20866 -0.8 -0.7 0.4 -0.52
C 11.51036 4.93999 7.81214 -0.4 -1.1 1.3 -0.60
C 9.11167 4.74003 8.73559 0.8 0.2 -1.2 -0.61
C 10.62501 6.66007 9.34310 1.0 -0.6 -0.4 -0.61
H 9.68318 4.82129 5.03698 -0.2 0.3 0.0 0.22
H 8.33920 5.99997 4.66143 0.3 -0.2 -0.1 0.24
H 8.10471 4.74020 5.84081 0.1 0.1 0.0 0.25
H 12.29478 8.10795 7.25341 -0.1 0.0 0.2 0.20
H 10.99878 9.34603 7.42436 -0.4 0.4 0.8 0.22
H 12.03435 9.34076 6.01699 0.3 0.3 0.4 0.19
H 12.32667 6.47025 5.28665 -0.8 0.8 0.1 0.20
H 11.96758 7.87765 4.26395 0.3 0.2 -0.6 0.19
H 10.91966 6.44915 4.27283 -0.2 0.0 -0.5 0.21
H 9.27557 9.58377 5.89382 0.2 -0.2 -0.6 0.23
H 8.73274 8.29025 4.81974 -0.2 0.0 -0.3 0.22
H 10.12168 9.28410 4.29730 -0.2 0.3 0.0 0.20
H 11.40587 4.09866 7.14177 -0.5 -0.1 -0.6 0.20
H 11.93517 4.45980 8.71805 -0.1 0.3 -0.1 0.19
H 12.26683 5.57042 7.42714 0.8 0.8 -0.5 0.20
H 8.85456 3.96917 7.97986 0.2 0.3 0.4 0.21
H 8.20874 5.31277 8.91962 -0.2 0.0 0.2 0.23
H 9.41590 4.26083 9.65554 0.1 -0.2 0.4 0.20
H 11.35472 7.38972 8.98222 0.0 0.0 0.2 0.20
H 11.10214 6.08970 10.16371 -0.3 0.2 -0.2 0.19
H 9.77717 7.18763 9.71129 -0.8 0.4 0.5 0.23
Cl 5.48666 5.02230 6.78551 0.0 -0.7 0.3 -0.44
Si 5.56870 7.07745 6.49778 -0.2 0.2 0.5 0.90
Cl 3.55204 7.60250 6.90318 0.4 0.1 -0.1 -0.43
Cl 5.70112 7.09233 4.43363 -0.1 0.3 -0.8 -0.44

(2)
50
Properties=species:S:1:pos:R:3:forces:R:3:nbo_charge:R:1 method="wB97M-V/def2-TZVPD" largest_force_ev_per_a=2.8 relative_energy_ev=0.0000 molar_mass_g_mol=620.4 charge=-1 homo_ev=-3.798 spin_multiplicity=1 orbital_gap_ev=5.772
Cs -0.84742 -1.15254 0.13050 0.3 0.4 0.0 0.94
C 5.07318 2.17818 -0.19454 0.6 -0.9 0.7 -1.12
Si 3.92966 3.63481 0.09414 -1.3 -0.8 -0.6 1.67
C 2.80434 4.11758 -1.36236 -0.5 -1.4 -1.0 -1.14
C 4.75297 5.19286 0.68754 -1.4 0.6 0.3 -1.13
H 6.01323 2.29316 -0.74870 -0.3 0.1 -0.1 0.22
H 4.58916 1.18751 -0.46127 0.3 1.5 0.2 0.27
H 5.37114 2.06055 0.88202 0.1 -0.2 -0.7 0.22
H 1.93012 4.74391 -1.17332 0.2 0.2 0.5 0.24
H 2.32858 3.15793 -1.75503 0.7 1.0 0.5 0.27
H 3.29938 4.56406 -2.23843 0.2 0.0 0.4 0.23
H 5.35634 5.59881 -0.08242 0.8 0.4 -0.9 0.23
H 5.35536 5.12758 1.56764 0.3 -0.1 0.7 0.23
H 3.94298 5.95815 0.84717 0.6 -0.7 0.0 0.24
Se -1.44176 2.69116 -1.02870 -0.5 0.4 0.1 0.62
N -1.03631 3.81934 0.38057 -0.9 0.2 -0.1 -0.61
C 0.09482 3.45559 0.81511 2.2 -0.3 0.4 0.12
C 0.81336 4.07795 1.94325 1.1 -0.2 -0.1 -0.29
C 2.07839 3.68300 2.24771 -0.8 0.0 -0.6 -0.13
C 2.82339 2.73004 1.38880 -0.5 -1.2 -0.1 -0.50
N 2.01094 1.84073 0.46559 0.9 0.7 1.0 -0.64
C 0.84505 2.31477 0.11622 -1.2 0.3 0.5 0.31
N 0.09281 1.80443 -0.85296 0.5 -1.1 -0.6 -0.88
H 0.40563 4.94314 2.42150 -0.5 0.2 0.4 0.21
H 2.65645 4.12003 3.07290 -0.4 0.1 -0.3 0.20
H 3.47970 2.04358 2.01282 -0.6 0.8 -0.6 0.21
C 0.48752 -4.99466 0.58668 0.1 2.5 -1.2 -1.15
Si -1.18623 -5.61768 0.15729 -1.8 -0.2 -0.2 1.45
C -0.97760 -6.59817 -1.42433 -0.1 1.3 -0.1 -1.13
C -1.91051 -6.82757 1.40794 0.0 1.5 0.3 -1.13
Se -2.72709 -4.01075 -0.19937 0.7 -0.3 0.3 -1.05
H 1.24423 -5.66027 0.90404 0.7 -0.8 0.8 0.23
H 0.45261 -4.02692 1.15385 0.2 -1.1 0.0 0.22
H 0.83396 -4.66300 -0.42362 -0.1 -0.1 0.4 0.23
H -0.04096 -7.10872 -1.26892 0.4 -0.5 -0.6 0.21
H -1.01246 -5.90435 -2.29863 0.4 -0.7 0.6 0.24
H -1.80729 -7.27396 -1.49486 -0.3 -0.6 -0.2 0.23
H -1.60395 -7.83538 1.44126 0.6 -1.2 -0.1 0.22
H -2.96139 -6.77254 1.23397 -1.0 -0.3 -0.5 0.24
H -1.87229 -6.41800 2.40572 0.4 0.2 0.6 0.23
C -5.72980 0.95618 -1.17856 -1.1 0.0 -0.7 -0.84
S -5.67007 -0.43580 -0.04440 -0.3 -0.1 0.0 1.26
C -4.61643 -1.31251 -1.15561 -1.3 0.7 -2.3 -0.84
O -6.97716 -1.14246 -0.18022 0.0 0.3 0.3 -0.99
H -4.77609 1.42010 -1.32593 0.7 0.1 0.0 0.23
H -6.44434 1.70718 -0.88769 -0.2 0.2 0.7 0.23
H -6.13934 0.57027 -2.13030 0.4 0.0 0.3 0.22
H -3.75902 -0.77378 -1.43914 1.6 1.0 0.3 0.21
H -5.19232 -1.16114 -2.12738 0.4 -1.3 1.1 0.22
H -4.33543 -2.30237 -0.88756 -0.3 -0.8 0.2 0.28

(3)
69
Properties=species:S:1:pos:R:3:forces:R:3:nbo_charge:R:1 method="wB97M-V/def2-TZVPD" largest_force_ev_per_a=9.5 relative_energy_ev=20.5797 molar_mass_g_mol=639.4 homo_ev=-8.683 spin_multiplicity=1 orbital_gap_ev=6.788
C -2.96680 0.93591 1.60905 -1.8 1.1 0.0 -0.56
N -3.77635 2.14656 1.68337 0.9 -0.3 1.7 0.55
O -4.51597 2.35824 0.81147 -7.0 3.2 4.4 -0.31
O -3.60874 2.85205 2.63859 0.7 1.8 1.4 -0.42
H -1.92064 1.18578 1.43234 -1.0 0.5 0.5 0.24
H -3.40379 0.40354 0.76423 0.6 -0.4 1.0 0.26
H -3.12153 0.41302 2.55284 -1.2 2.6 -1.5 0.23
C -2.52566 1.41718 -2.61507 -1.8 -2.1 0.2 -0.52
N -3.12923 0.99711 -1.31955 -0.4 1.3 0.3 0.52
O -3.65806 1.86699 -0.62436 4.5 -3.3 -7.7 -0.35
O -3.02785 -0.18143 -0.92922 -0.6 1.3 -1.8 -0.44
H -2.74115 0.49393 -3.15292 0.2 0.7 -0.9 0.23
H -1.44680 1.48154 -2.47360 -2.9 -1.0 0.7 0.25
H -2.90992 2.32254 -3.08492 -0.7 -0.4 0.8 0.25
C -1.01185 -1.21110 -3.35353 -0.9 0.6 -2.5 -0.55
N -1.91862 -1.31963 -4.54478 -0.7 1.0 -1.1 0.51
O -2.73245 -2.23366 -4.63150 1.2 0.9 0.1 -0.35
O -1.87934 -0.34555 -5.35568 0.1 -2.2 1.5 -0.43
H -0.72095 -0.16086 -3.33195 -0.7 -0.8 -0.6 0.22
H -0.07241 -1.76374 -3.36527 -0.9 -0.7 -1.2 0.23
H -1.43830 -1.42703 -2.37392 -1.8 -0.1 -3.6 0.30
C 0.87975 3.60745 -2.82925 1.1 -1.5 -0.5 -0.47
N -0.03462 2.40348 -2.94564 -0.9 2.6 0.3 0.53
O -0.87811 2.53556 -3.82481 2.2 -0.7 -0.5 -0.31
O -0.06056 1.49279 -2.08485 2.3 4.6 -2.4 -0.42
H 1.81218 3.16402 -3.17858 0.4 0.2 0.5 0.24
H 0.98394 3.93473 -1.79478 -0.3 0.0 -0.3 0.25
H 0.64464 4.31188 -3.62712 -0.7 0.1 0.6 0.25
C 3.12985 -0.50951 -3.33893 0.7 1.1 -1.6 -0.46
N 2.08285 0.13589 -2.54676 2.0 2.8 0.0 0.55
O 2.38488 1.11694 -1.78427 0.0 -1.7 -3.3 -0.42
O 0.99316 -0.33070 -2.71912 1.8 0.2 0.5 -0.37
H 3.30720 0.22268 -4.12668 0.5 0.0 0.0 0.23
H 2.70260 -1.38655 -3.82510 0.2 0.0 0.5 0.24
H 3.95270 -0.69837 -2.64947 0.1 0.3 -1.4 0.27
C 2.30926 -0.81333 3.29668 1.8 0.0 1.2 -0.49
N 3.08244 -1.25743 4.54603 -1.9 -0.4 2.0 0.51
O 3.12741 -0.44812 5.50267 0.5 -1.2 -2.5 -0.38
O 3.28426 -2.46637 4.68716 0.5 1.4 -0.7 -0.38
H 2.32339 -1.50029 2.45052 0.4 -0.6 1.3 0.22
H 2.78582 0.09040 2.91685 -0.4 0.2 0.6 0.22
H 1.27114 -0.72454 3.61687 1.5 0.3 0.4 0.27
C 4.16630 -2.51498 0.24030 1.7 -1.3 1.4 -0.48
N 3.49166 -1.31279 -0.04552 -2.7 1.1 0.7 0.54
O 3.11781 -1.19279 -1.19714 2.6 -1.8 0.3 -0.48
O 3.09719 -0.55442 0.81495 4.1 0.1 -1.1 -0.30
H 3.69653 -3.41086 -0.16568 -0.2 0.5 -0.3 0.26
H 4.20515 -2.59877 1.32638 0.5 -0.1 -0.1 0.25
H 5.12451 -2.33300 -0.24634 0.3 -0.6 0.4 0.25
C 0.99378 -0.54216 -0.36545 -1.5 1.3 -0.2 -0.23
C -0.44517 -0.39634 -0.55718 -1.1 1.5 -0.4 0.43
O -0.91496 -0.14451 0.73746 -1.3 -1.0 0.1 -0.51
C -0.02824 -0.54490 1.63944 0.6 -1.4 1.2 1.02
O -0.14692 -0.77923 2.82454 2.3 3.6 -6.9 -0.62
O 1.07782 -0.77016 1.00414 0.6 -1.7 0.7 -0.48
F -0.99221 -1.47637 -1.17385 1.1 -2.0 6.0 -0.32
H 1.37821 0.44768 -0.61147 0.0 -0.5 1.1 0.25
H 1.51144 -1.22504 -1.03910 -1.6 -0.5 1.6 0.25
H -0.75172 0.47327 -1.13847 -0.1 -1.6 1.1 0.23
C -2.31124 -0.70584 3.47314 1.2 -2.8 2.9 -0.18
C -1.69222 0.48055 4.16674 -0.6 2.2 -2.9 0.44
O -1.04748 0.04173 5.26481 1.1 -1.1 1.7 -0.48
C -0.61381 -1.22412 5.01510 -1.2 -3.1 1.7 0.98
O 0.12533 -1.88189 5.74223 -1.8 2.2 -2.7 -0.55
O -1.34278 -1.72285 3.91260 -3.1 -2.4 4.9 -0.49
F -2.62199 1.44110 4.43025 0.6 -0.6 1.0 -0.32
H -2.46082 -0.62156 2.39675 1.5 -2.3 1.2 0.24
H -3.25684 -0.88131 3.98612 -0.4 -0.4 -0.2 0.21
H -0.91733 0.83767 3.48843 -0.6 1.4 0.4 0.14

(4)
48
Properties=species:S:1:pos:R:3:forces:R:3:lowdin_spin:R:1 method="wB97M-V/def2-TZVPD" largest_force_ev_per_a=1.1 molar_mass_g_mol=590.4 charge=+2 s_squared=8.7880 homo_ev="-16.356 / -16.643" spin_multiplicity=6 orbital_gap_ev="8.469 / 6.400"
Os -0.19411 -0.17011 -0.46626 0.2 0.3 1.1 2.92
C 1.10749 -3.07030 1.17945 0.0 0.2 -0.2 0.00
C 0.02879 -2.33482 1.95523 0.1 -0.5 0.4 0.01
C 0.48878 -2.07106 3.38034 0.0 0.3 -0.1 0.00
C -1.28373 -3.09387 1.93690 -0.1 0.2 -0.1 0.01
O -0.22323 -1.01053 1.33503 -0.2 0.1 -0.2 0.17
Ge 0.05698 0.83252 2.26779 -0.3 -0.1 0.0 0.07
O 1.34755 0.89629 0.98612 0.3 -0.3 -0.6 0.15
C 2.49404 1.80080 0.78171 0.2 0.4 0.0 0.01
C 2.36027 2.39388 -0.60831 -0.2 -0.1 0.0 0.00
C 3.75445 0.97016 0.91200 -0.1 -0.1 0.0 0.00
C 2.43163 2.89168 1.84060 -0.2 -0.1 0.1 0.01
O -1.13757 1.23450 0.52921 0.0 0.0 -0.1 0.22
C -2.55752 1.66347 0.48167 -0.6 0.1 0.0 0.02
C -3.09501 1.64360 1.90299 0.3 -0.1 0.0 0.01
C -2.57427 3.06717 -0.09238 0.2 0.0 0.0 0.01
C -3.32877 0.69145 -0.39413 0.2 -0.1 -0.1 0.02
H 1.49753 -3.89038 1.78068 0.0 0.0 0.0 0.00
H 1.94039 -2.40400 0.94040 0.0 0.0 0.0 0.00
H 0.70803 -3.51036 0.26279 0.0 0.0 0.0 0.00
H 0.64881 -3.01335 3.90113 0.0 0.0 0.0 0.00
H -0.26739 -1.51134 3.93600 0.0 0.0 0.1 0.00
H 1.43391 -1.51849 3.38741 0.0 -0.1 0.0 0.00
H -1.13046 -4.10122 2.32427 0.0 0.0 0.0 0.00
H -1.66402 -3.17656 0.91574 0.0 0.0 0.0 0.00
H -2.03235 -2.59548 2.55385 0.0 0.0 0.0 0.00
H 2.46742 1.61376 -1.36728 0.0 0.0 0.0 0.00
H 3.13803 3.13670 -0.77933 0.0 0.0 0.0 0.00
H 1.38880 2.88112 -0.72419 0.0 0.0 0.0 0.00
H 3.75827 0.16051 0.17971 0.0 0.0 0.0 0.00
H 3.83537 0.53920 1.91053 0.0 0.0 0.0 0.00
H 4.63043 1.59401 0.73437 0.0 0.0 0.0 0.00
H 1.50250 3.46325 1.75275 0.0 0.0 0.0 0.00
H 3.26397 3.58304 1.72188 0.0 0.0 0.0 0.00
H 2.49610 2.46414 2.84502 0.0 0.0 0.0 0.00
H -2.54936 2.34631 2.53568 0.0 0.0 0.0 0.00
H -3.02713 0.64063 2.33175 -0.1 0.0 0.0 0.00
H -4.14243 1.94075 1.90196 0.0 0.0 0.0 0.00
H -2.01923 3.75456 0.54651 0.0 0.0 0.0 0.00
H -3.60365 3.41754 -0.16416 0.0 0.0 0.0 0.00
H -2.13482 3.08320 -1.09195 0.0 0.0 0.0 0.00
H -3.22975 -0.33270 -0.01756 0.0 0.0 0.0 0.01
H -2.98907 0.73961 -1.43241 0.0 0.0 0.0 0.00
H -4.38906 0.94114 -0.38985 0.0 0.0 0.0 0.00
S 0.75870 -1.17274 -4.73185 0.0 -0.1 -0.3 0.91
C 0.39547 -0.81015 -3.18056 -0.1 0.2 0.7 0.17
S -0.23679 0.69695 -2.61733 -0.1 0.2 -0.4 0.12
S 0.61651 -1.87001 -1.82509 0.2 -0.4 -0.3 0.14

(5)
58
Properties=species:S:1:pos:R:3:forces:R:3:nbo_charge:R:1 method="wB97M-V/def2-TZVPD" largest_force_ev_per_a=0.3 relative_energy_ev=0.0000 molar_mass_g_mol=549.9 charge=-1 homo_ev=-4.528 spin_multiplicity=1 orbital_gap_ev=7.262
Pd 0.67238 -0.25815 -1.67152 0.1 -0.3 0.0 0.39
N -2.13006 -0.30414 0.25455 0.2 0.0 0.2 -0.64
N -1.63235 0.21929 1.48838 0.0 0.1 -0.1 -0.42
C -1.03137 1.41582 1.55948 0.0 -0.2 0.2 0.61
N -0.63285 1.80179 2.79675 0.0 -0.2 0.1 -0.81
N -0.94960 2.08294 0.41274 0.1 0.0 -0.1 -0.46
N -0.14299 3.16733 0.35866 -0.3 0.1 0.0 0.63
O 0.45291 3.61027 1.35466 0.2 0.1 -0.2 -0.50
O -0.06393 3.70666 -0.72814 0.1 0.0 0.0 -0.40
H -1.84678 -1.28379 0.25773 0.0 0.0 -0.1 0.37
H -1.49505 0.08619 -0.44879 -0.2 0.1 -0.1 0.39
H -2.09980 -0.11787 2.31139 0.0 0.0 0.0 0.39
H -0.33453 1.05814 3.40955 0.0 0.0 0.0 0.40
H -0.03488 2.61588 2.79989 0.0 0.0 0.0 0.44
C 1.20597 -1.22594 -6.84788 0.0 0.0 0.0 -0.61
C 0.13180 -1.22697 -5.77456 0.0 0.0 0.0 -0.22
N 0.67707 -0.72002 -4.51881 0.0 0.0 0.0 -0.67
C -0.24315 -0.66817 -3.42720 0.0 0.0 0.0 0.12
S -0.54153 -2.08730 -2.42283 0.0 0.2 0.0 -0.35
N -1.37666 0.13276 -3.75268 0.0 0.0 0.0 -0.68
C -1.11820 1.55959 -3.95623 0.0 0.0 0.0 -0.23
C -2.36231 2.24064 -4.49785 0.0 0.0 0.0 -0.60
H 0.81005 -1.59196 -7.79713 0.0 0.0 0.0 0.20
H 2.04274 -1.87036 -6.56545 0.0 0.0 0.0 0.19
H 1.59514 -0.21753 -6.99592 0.0 0.0 0.0 0.21
H -0.27799 -2.24101 -5.64653 0.0 0.0 0.0 0.17
H -0.69904 -0.58547 -6.06547 0.0 0.0 0.0 0.20
H 1.46034 -1.29064 -4.22742 0.0 0.0 0.0 0.37
H -2.08405 -0.01025 -3.04337 0.0 0.0 0.0 0.38
H -0.28828 1.65329 -4.65702 0.0 0.0 0.0 0.20
H -0.79785 2.04798 -3.03024 0.0 0.0 0.0 0.20
H -2.66753 1.79664 -5.44788 0.0 0.0 0.0 0.20
H -2.18224 3.30645 -4.64798 0.0 0.0 0.0 0.20
H -3.19448 2.14080 -3.79622 0.0 0.0 0.0 0.20
N 2.55747 1.12103 4.36078 0.0 0.0 0.0 -0.54
C 2.76435 0.56565 3.36085 -0.1 0.1 0.1 0.45
N 3.06439 -0.08085 2.25214 0.0 0.0 0.0 -0.73
C 2.14090 -0.17144 1.33889 -0.1 0.0 0.0 0.52
N 1.37916 -0.27798 0.46517 0.2 0.0 -0.1 -0.62
C 3.09846 5.50346 -0.07669 0.0 0.0 0.0 -0.62
C 4.21346 4.50873 0.22900 0.0 0.0 0.0 -0.22
C 3.85139 3.61398 1.41045 0.0 0.0 0.0 -0.62
C 4.59906 3.69549 -1.00860 0.0 0.0 0.0 -0.21
N 3.49720 2.92951 -1.57262 0.0 0.0 -0.1 -0.19
C 2.95708 1.78046 -1.17240 0.0 0.0 0.1 0.18
N 1.93663 1.51312 -1.95262 -0.1 0.0 0.0 -0.34
N 1.86573 2.52133 -2.84828 0.1 0.0 0.0 -0.04
N 2.79352 3.37287 -2.62864 0.0 0.1 0.0 -0.06
H 2.91543 6.13754 0.79188 0.0 0.0 0.0 0.21
H 2.16255 4.99028 -0.30266 0.0 0.0 0.0 0.24
H 3.35267 6.14277 -0.92474 0.0 0.0 0.0 0.20
H 5.12473 5.06379 0.48244 0.0 0.0 0.0 0.20
H 2.90850 3.09217 1.23774 0.0 0.0 0.0 0.23
H 3.70765 4.20819 2.31330 0.0 0.0 0.0 0.22
H 4.62433 2.86953 1.61742 0.0 0.0 0.0 0.21
H 5.39602 2.99058 -0.76619 0.0 0.0 0.0 0.21
H 4.94405 4.34623 -1.81086 0.0 0.0 0.0 0.22
H 3.30945 1.18374 -0.34984 0.0 0.0 0.0 0.25

no.,electronic energy (eV)
1,-141297.2181
2,-178269.5394
3,-70695.0034
4,-111533.4238
5,-53189.0291